ORCA calculation (ωB97M-V/def2-TZVPD) on a cluster of 8 separate species, C22H60O8 in total at a distorted geometry.

Output
**SMILES string**: CC(C)O.CC(C)O.CC(C)O.CC(C)O.CC(C)O.CC(C)O.CC(C)O.CO
**HOMO-LUMO gap**: 10.08 eV
**Highest occupied orbital energy**: -9.609 eV
**Energy above the lowest of the compared OMol25 structures with the same formula, charge and spin**: 22.1 kJ/mol

Last column: Löwdin charge in e.
Element x y z (Å)
O1 4.290 5.358 -34.421  -0.054
O2 -3.579 7.312 -33.934  -0.067
O3 -0.998 6.362 -38.742  -0.137
O4 -5.886 2.429 -38.557  -0.051
O5 -3.757 8.768 -36.461  -0.083
O6 2.384 3.866 -42.661  -0.065
O7 0.608 8.554 -39.349  -0.085
O8 -3.716 7.130 -38.741  -0.087
C1 1.638 9.019 -38.423  -0.445
C2 -3.145 9.152 -32.460  -0.054
C3 -4.722 1.653 -38.268  -0.497
C4 1.833 6.057 -41.937  -0.047
C5 -1.071 6.391 -37.322  -0.139
C6 3.848 5.655 -43.434  -0.065
C7 -4.234 7.027 -40.086  -0.461
C8 -3.512 2.557 -38.131  -0.069
C9 -2.773 10.676 -37.625  -0.040
C10 -3.661 10.187 -36.468  -0.470
C11 -5.046 10.834 -36.509  -0.051
C12 2.992 5.116 -42.283  -0.475
C13 -4.790 5.632 -40.304  -0.044
C14 2.784 9.560 -39.231  -0.048
C15 2.882 5.850 -36.334  -0.054
C16 -5.275 8.105 -40.222  -0.051
C17 -2.598 7.867 -33.060  -0.488
C18 -4.923 0.814 -37.029  -0.065
C19 2.924 5.423 -34.862  -0.479
C20 2.261 4.070 -34.683  -0.067
C21 1.045 10.069 -37.495  -0.049
C22 -1.281 8.085 -33.788  -0.062
H1 -1.174 7.406 -36.935  0.073
H2 -5.626 -0.001 -37.199  0.077
H3 -0.500 8.402 -33.078  0.081
H4 -0.373 7.056 -39.010  0.036
H5 3.157 6.899 -36.422  0.069
H6 -3.806 8.445 -37.380  0.054
H7 2.680 3.326 -35.363  0.086
H8 -3.564 9.781 -33.250  0.066
H9 -0.202 5.879 -36.902  0.058
H10 -2.390 9.755 -31.947  0.077
H11 -5.028 5.441 -41.354  0.088
H12 -5.607 10.548 -35.620  0.078
H13 -6.150 7.894 -39.604  0.088
H14 -4.906 11.919 -36.450  0.082
H15 -2.963 6.529 -38.675  0.043
H16 -4.102 4.848 -39.988  0.055
H17 -1.339 8.862 -34.550  0.066
H18 3.941 6.742 -43.391  0.069
H19 1.530 5.922 -40.901  0.069
H20 -5.706 5.469 -39.730  0.084
H21 0.311 9.332 -39.833  0.095
H22 -1.966 5.859 -36.987  0.085
H23 3.441 8.772 -39.610  0.082
H24 -2.463 7.096 -32.302  0.134
H25 -3.189 10.475 -35.526  0.117
H26 1.852 5.723 -36.678  0.051
H27 0.997 5.788 -42.582  0.086
H28 -5.811 3.236 -38.036  0.078
H29 -3.969 0.391 -36.702  0.077
H30 0.339 9.658 -36.774  0.067
H31 -5.320 1.411 -36.204  0.084
H32 -4.521 0.991 -39.114  0.137
H33 -2.397 9.829 -38.204  0.071
H34 -5.573 10.591 -37.430  0.076
H35 -3.311 11.327 -38.318  0.075
H36 4.848 5.222 -43.476  0.072
H37 2.346 3.734 -33.647  0.084
H38 4.558 4.435 -34.418  0.078
H39 -2.618 2.063 -37.746  0.080
H40 -3.279 3.083 -39.055  0.063
H41 3.506 5.205 -36.950  0.086
H42 -4.856 9.031 -39.810  0.072
H43 1.866 8.107 -37.872  0.116
H44 1.836 10.458 -36.839  0.086
H45 2.402 6.183 -34.279  0.133
H46 -3.954 8.926 -31.766  0.078
H47 3.344 5.449 -44.383  0.084
H48 3.631 4.965 -41.406  0.128
H49 -3.407 7.208 -40.782  0.140
H50 3.072 3.268 -42.968  0.082
H51 -1.919 11.252 -37.264  0.067
H52 1.190 4.125 -34.898  0.078
H53 -3.685 3.357 -37.392  0.086
H54 2.397 10.065 -40.120  0.086
H55 3.422 10.241 -38.668  0.082
H56 -0.907 7.146 -34.197  0.070
H57 -5.559 8.278 -41.256  0.084
H58 2.126 7.087 -42.122  0.067
H59 0.646 10.903 -38.074  0.086
H60 -3.627 7.813 -34.769  0.048